[1]
This record from the OMol25 dataset describes a 2-piece molecular cluster, C5H8N overall in a non-equilibrium geometry. The level of theory is ωB97M-V/def2-TZVPD.

Results
gap between HOMO and LUMO: 8.645 eV
max |F|: 5.22 eV/A
total charge: +1
E_HOMO: -14.15 eV

Element x y z (Å)
C  -2.187  -2.216  -0.896
C  1.086  1.265  1.096
C  1.789  0.150  0.226
C  -1.287  -0.010  -0.510
C  0.693  0.893  -0.260
N  -1.897  -1.014  -0.788
H  -1.956  -2.793  0.005
H  -2.249  -2.805  -1.841
H  0.676  0.747  1.925
H  1.472  2.247  1.054
H  2.785  0.327  -0.229
H  1.749  -0.888  0.519
H  -1.655  0.883  -0.362
H  0.595  1.607  -1.010

=====

[2]
This record from the OMol25 dataset describes C8H6F6N6O7S2V as an isolated structure in a non-equilibrium geometry. The level of theory is ωB97M-V/def2-TZVPD.

Results
gap between HOMO and LUMO (spin up / spin down): 7.199 / 7.193 eV
max |F|: 1.24 eV/A
total charge: +1
E_HOMO (spin up / spin down): -14.14 / -14.14 eV

Element x y z (Å)
V  0.804  -0.126  0.400
N  0.842  2.097  0.521
C  0.323  2.495  1.843
C  0.749  1.441  2.837
O  0.855  1.579  4.014
N  1.052  0.196  2.196
C  2.185  -0.545  2.704
C  3.248  -0.449  1.595
O  4.414  -0.523  1.675
O  2.584  -0.255  0.362
H  1.806  2.402  0.400
H  0.306  2.547  -0.217
H  -0.765  2.532  1.807
H  0.691  3.464  2.176
H  1.947  -1.605  2.828
H  2.541  -0.134  3.648
F  0.552  -0.142  -4.807
C  -0.335  -0.401  -3.876
F  -0.117  -1.593  -3.346
F  -1.557  -0.334  -4.360
S  -0.169  0.910  -2.536
O  0.745  0.242  -1.548
O  0.332  2.094  -3.124
N  -1.582  1.118  -1.891
S  -2.052  0.147  -0.752
O  -2.287  -1.214  -1.088
O  -1.165  0.353  0.439
C  -3.647  0.932  -0.231
F  -3.411  2.154  0.221
F  -4.147  0.175  0.727
F  -4.450  0.965  -1.272
N  -0.431  -6.224  -1.296
C  -0.300  -5.249  -0.699
N  -0.146  -4.156  0.006
C  0.141  -3.020  0.183
N  0.445  -1.872  0.463

=====

[3]
This record from the OMol25 dataset describes a 2-piece molecular cluster, C3H10NOS overall in a non-equilibrium geometry. The level of theory is ωB97M-V/def2-TZVPD.

Results
gap between HOMO and LUMO: 6.266 eV
max |F|: 5.59 eV/A
total charge: -1
E_HOMO: -2.74 eV

Element x y z (Å)
C  -2.599  -0.907  0.344
N  -1.657  0.398  0.277
C  -0.243  0.136  -0.026
C  0.671  1.471  -0.189
S  2.337  1.526  0.538
H  -2.411  -1.412  -0.626
H  -3.579  -0.534  0.812
H  -2.208  -1.572  1.097
H  -1.577  0.787  1.121
H  0.225  -0.558  0.739
H  -0.104  -0.407  -0.978
H  -0.032  2.366  0.006
H  0.907  1.555  -1.315
H  3.394  -1.781  -0.495
H  3.100  -0.166  -0.533
O  3.775  -0.904  -0.773

=====

[4]
This record from the OMol25 dataset describes an isolated ion of composition C4H5N2O2S and charge -1 in a non-equilibrium geometry. The level of theory is ωB97M-V/def2-TZVPD.

Results
gap between HOMO and LUMO: 6.738 eV
max |F|: 4.75 eV/A
total charge: -1
E_HOMO: -3.17 eV

Element x y z (Å)
C  0.053  -2.061  -1.229
C  -0.506  -0.398  0.035
C  -1.573  -1.153  -0.222
C  -0.329  0.801  0.910
N  -1.245  -2.150  -1.037
N  0.631  -1.047  -0.509
O  -2.904  -0.757  1.955
O  -3.695  0.269  -0.161
S  -3.310  -0.992  0.573
H  0.666  -2.555  -1.951
H  -0.799  1.606  0.279
H  -0.678  0.874  1.871
H  0.684  1.091  0.756
H  1.604  -0.962  -0.111

=====

[5]
This record from the OMol25 dataset describes C4H7FO as an isolated structure in a non-equilibrium geometry. The level of theory is ωB97M-V/def2-TZVPD.

Results
gap between HOMO and LUMO: 10.959 eV
max |F|: 1.32 eV/A
E_HOMO: -9.95 eV

Element x y z (Å)
C  -1.288  0.812  0.155
C  -0.278  -0.292  -0.042
C  0.851  -0.071  -1.050
C  0.838  -0.510  0.950
H  -0.924  1.848  0.268
H  -1.920  0.537  0.961
H  -1.836  0.818  -0.760
H  1.053  -0.993  -1.663
H  0.884  0.855  -1.674
H  0.812  0.020  1.890
H  1.037  -1.588  1.188
O  1.789  0.021  0.027
F  -1.019  -1.456  -0.251

=====

[6]
This record from the OMol25 dataset describes C48H48N2O4PSSbSe2Sr as an isolated structure in a non-equilibrium geometry. The level of theory is ωB97M-V/def2-TZVPD.

Results
gap between HOMO and LUMO: 5.929 eV
max |F|: 7.50 eV/A
E_HOMO: -5.86 eV

Element x y z (Å)
Sr  1.217  2.698  -0.591
C  1.186  0.988  4.526
Se  -0.001  1.296  3.002
C  -0.108  3.256  3.158
C  1.255  3.914  3.147
Se  2.445  3.042  1.861
C  3.970  4.186  2.078
H  0.768  1.475  5.408
H  2.179  1.371  4.301
H  1.238  -0.087  4.678
H  -0.661  3.492  4.072
H  -0.702  3.566  2.292
H  1.732  3.867  4.134
H  1.178  4.967  2.852
H  3.974  5.021  1.381
H  4.866  3.578  1.933
H  3.946  4.551  3.107
C  -2.506  4.491  -1.273
C  -3.807  4.000  -0.715
C  -4.903  4.849  -0.637
C  -6.120  4.414  -0.140
C  -6.261  3.101  0.272
C  -5.182  2.238  0.201
C  -3.952  2.676  -0.275
P  -2.479  1.595  -0.402
C  -2.985  0.023  0.387
C  -2.943  -1.152  -0.363
C  -3.180  -2.380  0.228
C  -3.439  -2.451  1.587
C  -3.466  -1.291  2.341
C  -3.247  -0.047  1.763
C  -3.337  1.186  2.604
C  -2.585  1.276  -2.200
C  -3.806  1.379  -2.867
C  -3.863  1.391  -4.247
C  -2.682  1.336  -4.978
C  -1.471  1.219  -4.328
C  -1.381  1.164  -2.929
C  -0.099  0.933  -2.270
H  -2.624  5.492  -1.682
H  -2.129  3.825  -2.062
H  -1.730  4.512  -0.492
H  -4.804  5.868  -0.983
H  -6.955  5.095  -0.080
H  -7.212  2.749  0.645
H  -5.300  1.203  0.486
H  -2.739  -1.088  -1.423
H  -3.161  -3.282  -0.366
H  -3.624  -3.406  2.057
H  -3.662  -1.344  3.403
H  -2.956  0.993  3.604
H  -4.373  1.515  2.692
H  -2.757  1.989  2.149
H  -4.724  1.451  -2.300
H  -4.814  1.482  -4.752
H  -2.717  1.375  -6.058
H  -0.551  1.186  -4.894
H  0.646  0.597  -2.993
H  -0.215  0.194  -1.475
O  7.221  4.650  -1.374
C  5.922  4.746  -0.982
O  5.455  5.811  -0.679
C  5.183  3.493  -0.897
C  5.642  2.182  -0.803
N  4.571  1.410  -0.575
N  3.450  2.128  -0.529
C  3.780  3.389  -0.714
C  2.655  4.341  -0.991
O  2.180  4.102  -2.119
O  2.111  4.976  -0.092
H  7.461  3.752  -1.631
H  6.628  1.763  -0.873
H  4.509  0.414  -0.411
S  2.372  -1.007  0.341
Sb  1.623  -3.120  0.067
C  1.145  -4.033  1.948
C  0.002  -3.560  2.573
C  -0.358  -4.058  3.812
C  0.424  -5.022  4.427
C  1.567  -5.491  3.803
C  1.929  -4.991  2.564
C  -0.073  -3.825  -1.062
C  -0.681  -3.131  -2.090
C  -1.663  -3.764  -2.838
C  -2.023  -5.073  -2.564
C  -1.410  -5.759  -1.529
C  -0.433  -5.133  -0.778
C  3.086  -4.238  -1.059
C  3.160  -3.861  -2.392
C  4.105  -4.427  -3.227
C  4.983  -5.376  -2.732
C  4.902  -5.767  -1.407
C  3.958  -5.192  -0.570
H  -0.599  -2.800  2.090
H  -1.243  -3.688  4.307
H  0.153  -5.398  5.402
H  2.185  -6.237  4.281
H  2.826  -5.353  2.084
H  -0.402  -2.106  -2.302
H  -2.149  -3.238  -3.645
H  -2.779  -5.558  -3.161
H  -1.687  -6.779  -1.315
H  0.055  -5.662  0.033
H  2.473  -3.113  -2.767
H  4.167  -4.123  -4.261
H  5.738  -5.802  -3.377
H  5.580  -6.512  -1.017
H  3.915  -5.499  0.464

=====

[7]
This record from the OMol25 dataset describes a 3-piece molecular cluster, C19H41N4O6 overall in a non-equilibrium geometry. The level of theory is ωB97M-V/def2-TZVPD.

Results
expectation value of S²: 0.754
gap between HOMO and LUMO (spin up / spin down): 7.873 / 8.785 eV
max |F|: 3.08 eV/A
multiplicity: 2
E_HOMO (spin up / spin down): -8.15 / -9.06 eV

Element x y z (Å)
C  1.586  -4.878  2.752
C  2.225  -4.381  1.380
C  1.155  -4.169  0.243
O  1.259  -2.834  -0.229
C  0.180  -2.023  0.225
C  0.394  -0.503  -0.115
C  -1.036  0.047  -0.504
C  -2.007  0.218  0.704
C  -2.912  -1.020  1.019
C  -4.307  -1.007  0.260
N  -4.674  -2.335  -0.254
C  1.020  0.273  1.094
C  2.580  0.195  1.223
C  2.881  -0.486  2.626
C  3.132  1.658  1.340
N  3.246  -0.649  0.215
O  4.519  -0.671  0.352
C  2.828  -0.397  -1.173
C  3.337  -1.642  -2.013
C  3.552  0.837  -1.838
C  1.286  -0.289  -1.388
H  0.526  -5.147  2.584
H  1.694  -4.079  3.505
H  2.150  -5.790  3.033
H  2.706  -3.399  1.542
H  3.032  -5.067  1.050
H  0.124  -4.428  0.564
H  1.430  -4.870  -0.577
H  0.026  -2.208  1.310
H  -0.725  -2.344  -0.347
H  -0.868  1.034  -0.985
H  -1.483  -0.600  -1.294
H  -1.530  0.532  1.650
H  -2.704  1.044  0.430
H  -2.423  -2.002  0.888
H  -3.165  -0.950  2.105
H  -5.073  -0.673  0.981
H  -4.214  -0.321  -0.605
H  -4.564  -3.041  0.464
H  -4.118  -2.567  -1.067
H  0.574  -0.169  2.013
H  0.671  1.325  1.065
H  3.907  -0.181  2.906
H  2.733  -1.578  2.601
H  2.210  0.008  3.362
H  4.227  1.712  1.225
H  2.813  2.052  2.328
H  2.588  2.277  0.593
H  4.374  -1.475  -2.384
H  3.366  -2.563  -1.405
H  2.715  -1.765  -2.922
H  3.123  1.790  -1.468
H  4.648  0.781  -1.740
H  3.316  0.746  -2.923
H  0.912  -0.930  -2.213
H  1.087  0.757  -1.728
C  -2.370  4.009  0.026
N  -1.084  4.213  0.742
O  -0.876  3.539  1.730
O  -0.329  5.044  0.289
H  -2.936  3.242  0.543
H  -2.902  4.949  0.034
H  -2.135  3.699  -0.989
C  -4.596  5.668  -3.828
N  -4.443  4.938  -2.544
O  -4.628  3.742  -2.551
O  -4.140  5.594  -1.572
H  -4.866  4.957  -4.601
H  -5.380  6.409  -3.691
H  -3.643  6.141  -4.050

=====

[8]
This record from the OMol25 dataset describes an isolated ion of composition C6H8N6 and charge +2 in a non-equilibrium geometry. The level of theory is ωB97M-V/def2-TZVPD.

Results
gap between HOMO and LUMO (spin up / spin down): 6.632 / 6.642 eV
max |F|: 4.77 eV/A
total charge: +2
structure (SMILES): c1[nH+]cn2c(nnc[n+]#1)NCC2
E_HOMO (spin up / spin down): -16.78 / -16.78 eV

Element x y z (Å)
C  2.675  1.307  0.316
N  1.684  1.855  -0.379
C  0.490  1.279  -0.752
N  -0.332  0.347  -0.393
C  -0.364  -0.846  0.488
N  0.496  -1.504  1.198
N  1.771  -1.465  1.318
C  2.893  -0.879  1.336
N  3.111  0.401  0.923
N  -1.647  -1.252  0.599
C  -2.605  -0.596  -0.212
C  -1.697  0.429  -1.020
H  1.765  2.833  -0.768
H  0.126  1.918  -1.567
H  3.857  -1.421  1.602
H  -1.845  -2.260  0.713
H  -3.426  -0.060  0.341
H  -3.108  -1.497  -0.793
H  -1.751  -0.015  -2.044
H  -2.095  1.426  -0.906

=====

[9]
This record from the OMol25 dataset describes C39H47GeN3O8P2STc as an isolated structure in a non-equilibrium geometry. The level of theory is ωB97M-V/def2-TZVPD.

Results
expectation value of S²: 3.776
gap between HOMO and LUMO (spin up / spin down): 7.189 / 6.055 eV
max |F|: 1.89 eV/A
multiplicity: 4
total charge: +2
E_HOMO (spin up / spin down): -12.89 / -13.02 eV

Element x y z (Å)
Tc  0.036  -0.501  0.270
C  6.156  -3.432  2.368
C  5.548  -2.181  3.006
C  6.478  -0.983  2.735
C  5.430  -2.403  4.522
C  4.191  -1.843  2.423
C  3.409  -0.820  2.968
C  2.195  -0.495  2.413
N  1.719  -1.121  1.323
C  2.446  -2.122  0.781
C  3.663  -2.497  1.309
C  1.815  -2.753  -0.394
C  2.239  -3.918  -0.989
C  1.515  -4.494  -2.038
C  0.371  -3.813  -2.451
C  -0.006  -2.646  -1.823
N  0.701  -2.111  -0.817
C  1.947  -5.824  -2.622
C  1.011  -6.294  -3.737
C  1.937  -6.865  -1.486
C  3.370  -5.693  -3.188
H  7.090  -3.672  2.875
H  6.391  -3.271  1.314
H  5.499  -4.299  2.465
H  7.487  -1.229  3.066
H  6.154  -0.093  3.275
H  6.520  -0.752  1.669
H  6.420  -2.595  4.933
H  4.796  -3.262  4.748
H  5.027  -1.532  5.039
H  3.733  -0.279  3.846
H  1.556  0.262  2.856
H  4.207  -3.305  0.847
H  3.127  -4.406  -0.614
H  -0.253  -4.193  -3.245
H  -0.907  -2.121  -2.108
H  0.004  -6.491  -3.366
H  1.396  -7.223  -4.155
H  0.958  -5.568  -4.550
H  0.978  -6.875  -0.965
H  2.726  -6.673  -0.757
H  2.106  -7.857  -1.905
H  3.402  -4.968  -4.004
H  3.685  -6.659  -3.581
H  4.089  -5.392  -2.425
O  -2.996  1.348  -1.755
C  -2.518  0.537  -0.901
O  -1.408  -0.025  -1.148
C  -3.355  0.214  0.268
C  -4.549  0.929  0.416
C  -5.457  0.611  1.403
C  -5.203  -0.465  2.245
C  -4.033  -1.190  2.111
C  -3.085  -0.850  1.148
S  -1.675  -1.896  1.089
H  -4.752  1.741  -0.267
H  -6.369  1.183  1.506
H  -5.920  -0.742  3.006
H  -3.836  -2.036  2.756
N  2.050  3.041  1.468
C  0.618  3.472  1.184
C  0.419  4.865  1.764
P  0.493  3.540  -0.700
O  -1.100  3.778  -0.862
O  1.298  1.085  -0.281
O  0.393  1.921  -1.023
P  -0.361  2.230  2.200
O  -1.725  2.959  2.527
O  0.535  2.022  3.376
O  -0.744  0.970  1.432
H  2.726  3.790  1.324
H  2.240  2.219  0.863
H  2.030  2.720  2.457
H  1.103  5.579  1.295
H  0.596  4.873  2.842
H  -0.599  5.204  1.584
H  -1.332  4.592  -1.325
H  -1.816  3.177  3.464
Ge  -2.252  1.473  -3.529
C  -0.349  1.744  -3.755
C  0.078  3.015  -4.129
C  1.429  3.265  -4.331
C  2.357  2.248  -4.159
C  1.933  0.974  -3.800
C  0.586  0.723  -3.601
C  -3.098  -0.116  -4.246
C  -4.491  -0.101  -4.321
C  -5.170  -1.193  -4.840
C  -4.461  -2.303  -5.281
C  -3.076  -2.320  -5.216
C  -2.392  -1.228  -4.700
H  -3.018  2.759  -3.835
H  -0.642  3.811  -4.284
H  1.757  4.253  -4.626
H  3.409  2.442  -4.320
H  2.655  0.176  -3.680
H  0.262  -0.271  -3.316
H  -5.045  0.765  -3.979
H  -6.249  -1.173  -4.909
H  -4.993  -3.154  -5.685
H  -2.527  -3.178  -5.582
H  -1.308  -1.236  -4.675

=====

[10]
This record from the OMol25 dataset describes one molecule with the formula C30H38N4S2 in a non-equilibrium geometry. The level of theory is ωB97M-V/def2-TZVPD.

Results
gap between HOMO and LUMO: 7.308 eV
max |F|: 1.52 eV/A
structure (SMILES): CN(C)C(=S)S[C@H](C=C(c1ccc(N(C)C)cc1)c1ccc(N(C)C)cc1)c1ccc(N(C)C)cc1
E_HOMO: -6.67 eV

Element x y z (Å)
C  -3.015  -2.373  -4.157
N  -2.448  -1.166  -3.560
C  -2.052  -0.065  -4.435
C  -2.107  -1.182  -2.249
S  -2.635  -2.354  -1.181
S  -1.031  0.146  -1.830
C  0.179  -0.753  -0.777
C  0.743  0.373  0.036
C  0.231  0.890  1.195
C  0.878  2.031  1.863
C  1.924  2.752  1.239
C  2.542  3.825  1.866
C  2.096  4.272  3.140
N  2.636  5.379  3.728
C  1.979  6.076  4.813
C  3.882  5.978  3.304
C  1.066  3.535  3.784
C  0.509  2.430  3.171
C  -1.025  0.350  1.784
C  -1.223  -1.034  1.949
C  -2.437  -1.540  2.374
C  -3.487  -0.666  2.758
N  -4.718  -1.155  3.106
C  -5.632  -0.422  3.958
C  -5.229  -2.412  2.602
C  -3.239  0.728  2.752
C  -2.054  1.215  2.218
C  1.149  -1.559  -1.631
C  0.672  -2.647  -2.364
C  1.454  -3.281  -3.317
C  2.823  -2.923  -3.465
N  3.597  -3.486  -4.437
C  5.022  -3.237  -4.530
C  3.034  -4.357  -5.447
C  3.350  -1.927  -2.598
C  2.516  -1.244  -1.712
H  -3.709  -2.817  -3.437
H  -3.546  -2.085  -5.066
H  -2.248  -3.122  -4.404
H  -2.349  0.895  -3.997
H  -0.970  -0.043  -4.622
H  -2.579  -0.209  -5.377
H  -0.469  -1.422  -0.203
H  1.548  0.891  -0.476
H  2.246  2.496  0.236
H  3.341  4.358  1.353
H  0.898  5.910  4.783
H  2.354  5.756  5.798
H  2.174  7.151  4.711
H  4.442  5.302  2.655
H  3.697  6.919  2.767
H  4.497  6.205  4.183
H  0.704  3.833  4.771
H  -0.250  1.874  3.715
H  -0.411  -1.732  1.735
H  -2.603  -2.617  2.405
H  -5.090  0.313  4.565
H  -6.400  0.096  3.358
H  -6.134  -1.137  4.626
H  -4.640  -2.758  1.747
H  -5.223  -3.186  3.387
H  -6.271  -2.267  2.279
H  -4.002  1.420  3.108
H  -1.902  2.291  2.153
H  -0.342  -3.010  -2.171
H  1.020  -4.058  -3.949
H  5.535  -3.500  -3.595
H  5.414  -3.869  -5.333
H  5.252  -2.187  -4.769
H  2.161  -3.899  -5.933
H  3.814  -4.533  -6.195
H  2.732  -5.325  -5.020
H  4.414  -1.675  -2.643
H  2.942  -0.455  -1.091